Below is an isolated molecule of C7H14, with properties calculated with ωB97M-V with the def2-TZVPD basis set.

For the orbital gap, the calculation gives 11.120 eV. The value obtained for the energy above the lowest of the compared OMol25 structures with the same formula, charge and spin is 19.8 kcal per mole. The charge is 0. The HOMO energy comes out at -0.372 Ha.

CARTESIAN COORDINATES (ANGSTROEM)
C 0.662 1.110 1.441
C 0.038 0.565 0.147
C 1.061 0.723 -0.984
C -1.244 1.362 -0.200
C -0.355 -0.892 0.397
C 0.465 -2.086 0.003
C -0.841 -1.803 -0.690
H -0.057 1.084 2.269
H 1.534 0.513 1.734
H 0.987 2.149 1.313
H 1.270 1.786 -1.153
H 2.011 0.235 -0.738
H 0.694 0.308 -1.931
H -2.144 0.791 0.046
H -1.293 2.310 0.345
H -1.299 1.596 -1.269
H -0.886 -1.004 1.344
H 1.374 -1.933 -0.573
H 0.516 -2.925 0.692
H -1.695 -2.441 -0.478
H -0.797 -1.447 -1.717

Below is an isolated molecule of C7H14BBrO2, with properties calculated with ωB97M-V with the def2-TZVPD basis set.

For the orbital gap (alpha / beta), the calculation gives 4.759 / 6.870 eV. The charge is 0. As for the spin multiplicity: 3. The HOMO energy (alpha / beta) comes out at -0.152 / -0.376 Ha.

CARTESIAN COORDINATES (ANGSTROEM)
B 0.933 -0.565 0.877
C 1.040 -3.291 0.563
C 2.282 -2.545 0.897
C -0.160 -2.738 1.235
C -1.856 2.960 -1.508
C -0.530 2.785 -0.633
C -0.224 1.274 -0.466
C 0.601 0.955 0.750
O 2.064 -1.162 0.611
O -0.224 -1.337 1.212
Br 2.292 1.993 0.750
H 0.872 -3.347 -0.487
H 1.250 -4.415 0.756
H 2.519 -2.687 2.017
H 3.205 -2.844 0.187
H -1.005 -3.044 0.689
H -0.214 -3.160 2.223
H -2.551 2.182 -1.366
H -1.665 3.032 -2.570
H -2.184 3.895 -1.229
H 0.093 3.193 -1.400
H -0.674 3.268 0.325
H 0.388 0.940 -1.309
H -1.127 0.825 -0.287
H 0.091 1.460 1.476

Below is C7H14Cl14F5FeHg as an isolated structure, with properties calculated with ωB97M-V with the def2-TZVPD basis set.

For the orbital gap (alpha / beta), the calculation gives 9.457 / 8.988 eV. The value obtained for the energy above the lowest of the compared OMol25 structures with the same formula, charge and spin is 0.0 kcal per mole. The charge is 0. As for the spin multiplicity: 6. The HOMO energy (alpha / beta) comes out at -0.392 / -0.392 Ha.

CARTESIAN COORDINATES (ANGSTROEM)
Fe 1.805 -1.135 -0.883
Hg -1.300 0.318 -1.134
F 0.199 -0.858 -2.245
F -2.448 1.970 -1.054
F 0.661 -0.317 0.253
F 2.985 -0.193 -1.981
F 1.876 -2.844 -1.110
C -2.400 4.153 -3.612
Cl -3.784 3.040 -4.016
Cl -0.985 3.664 -4.490
H -2.682 5.174 -3.746
H -2.303 3.914 -2.503
C -2.010 -2.061 -3.619
Cl -2.471 -0.404 -4.244
Cl -2.504 -2.276 -1.925
H -2.591 -2.747 -4.220
H -0.957 -2.117 -3.746
C 0.800 -5.484 0.348
Cl -0.477 -4.261 0.638
Cl 1.855 -5.627 1.782
H 0.249 -6.382 0.312
H 1.450 -5.267 -0.488
C 1.390 5.291 1.211
Cl 1.661 6.463 -0.145
Cl 2.196 3.772 0.976
H 1.702 5.769 2.113
H 0.270 5.168 1.338
C -2.895 1.594 1.929
Cl -2.788 1.824 3.676
Cl -2.604 -0.102 1.468
H -3.874 1.936 1.653
H -2.160 2.158 1.390
C 4.145 0.246 0.726
Cl 5.074 1.076 1.950
Cl 3.527 -1.414 1.171
H 3.250 0.772 0.381
H 4.660 0.090 -0.178
C 0.347 -3.155 4.364
Cl -1.277 -2.590 4.856
Cl 1.471 -1.738 4.324
H 0.721 -3.837 5.109
H 0.217 -3.582 3.373

Below is C7H14Cl2DyO as an isolated structure, with properties calculated with ωB97M-V with the def2-TZVPD basis set.

For the orbital gap (alpha / beta), the calculation gives 4.315 / 4.354 eV. The value obtained for the energy above the lowest of the compared OMol25 structures with the same formula, charge and spin is 35.2 kcal per mole. The charge is -1. As for the spin multiplicity: 6. The HOMO energy (alpha / beta) comes out at -0.061 / -0.061 Ha.

CARTESIAN COORDINATES (ANGSTROEM)
Dy 0.077 0.750 1.124
Cl -0.969 2.639 -0.136
Cl 1.120 0.616 3.332
C 1.624 -0.360 -0.148
H 1.696 -0.738 -1.175
H 2.601 -0.482 0.371
C -1.065 -0.920 -2.218
C 0.091 -1.539 -2.573
H -1.638 -1.207 -1.330
C 0.967 -1.032 -3.673
H 0.474 -2.359 -1.958
C 0.727 0.469 -3.930
H 2.019 -1.247 -3.475
H 0.695 -1.541 -4.615
C -0.772 0.674 -4.174
H 1.031 1.037 -3.041
H 1.303 0.842 -4.791
C -1.641 0.232 -2.970
H -1.006 1.715 -4.437
H -1.068 0.058 -5.032
H -1.828 1.095 -2.312
H -2.631 -0.068 -3.344
O -1.141 -1.223 1.399
H -0.967 -1.961 0.779
H -1.015 -1.602 2.292

Below is a 3-piece molecular cluster, C7H14Cl2O2 overall, with properties calculated with ωB97M-V with the def2-TZVPD basis set.

For the orbital gap, the calculation gives 9.765 eV. The value obtained for the energy above the lowest of the compared OMol25 structures with the same formula, charge and spin is 5.3 kcal per mole. The charge is 0. The HOMO energy comes out at -0.347 Ha.

CARTESIAN COORDINATES (ANGSTROEM)
C -0.211 -2.800 1.068
Cl 0.803 -3.483 -0.175
Cl 0.088 -1.036 1.225
H -1.263 -2.854 0.789
H -0.038 -3.178 2.076
C -4.088 0.584 -1.366
C -3.505 1.677 -0.456
O -4.131 2.751 -0.313
C -2.101 1.413 0.150
H -3.543 0.552 -2.310
H -5.080 0.928 -1.656
H -3.985 -0.394 -0.895
H -2.157 0.371 0.467
H -1.876 2.025 1.024
H -1.294 1.628 -0.550
C 3.003 1.455 0.315
C 3.464 0.236 -0.457
O 3.896 0.351 -1.594
C 3.406 -1.130 0.185
H 1.980 1.151 0.537
H 2.877 2.384 -0.241
H 3.550 1.590 1.248
H 3.474 -1.831 -0.647
H 2.463 -1.217 0.724
H 4.268 -1.172 0.852

Below is a 3-piece molecular cluster, C7H14Cl4N6OP overall, with properties calculated with ωB97M-V with the def2-TZVPD basis set.

For the orbital gap, the calculation gives 9.738 eV. The charge is +1. The HOMO energy comes out at -0.476 Ha.

CARTESIAN COORDINATES (ANGSTROEM)
N -1.801 2.776 -0.357
P -0.695 3.894 -0.500
N 0.844 3.475 0.238
N 1.630 4.301 1.065
C 0.937 5.028 1.822
O 0.254 5.600 2.552
C 1.361 2.247 -0.014
N 2.612 1.847 0.504
C 2.754 0.574 -0.029
N 1.645 0.214 -0.783
N 0.776 1.250 -0.774
H -2.625 3.150 0.123
H -1.226 5.104 0.068
H -0.430 4.097 -1.886
H 3.618 -0.119 0.094
H 1.445 -0.657 -1.289
H -0.128 1.215 -1.255
Cl 0.724 0.491 2.858
C -0.909 -0.132 2.513
C -0.942 -1.642 2.496
Cl -0.044 -2.292 1.100
H -1.236 0.284 1.559
H -1.568 0.249 3.293
H -1.971 -1.991 2.409
H -0.515 -2.067 3.404
Cl 0.731 -2.974 -2.697
C -0.638 -4.090 -2.957
C -0.739 -5.131 -1.865
Cl 0.609 -6.292 -1.919
H -0.518 -4.546 -3.938
H -1.543 -3.481 -2.973
H -1.658 -5.706 -1.987
H -0.752 -4.674 -0.875

Below is a 3-piece molecular cluster, C7H14ClF4O2S2 overall, with properties calculated with ωB97M-V with the def2-TZVPD basis set.

For the orbital gap, the calculation gives 4.634 eV. The charge is -1. The HOMO energy comes out at -0.091 Ha.

CARTESIAN COORDINATES (ANGSTROEM)
F -0.441 1.043 3.142
C -0.875 1.615 1.971
F -1.197 0.589 1.120
C -2.082 2.522 2.231
F -2.497 2.919 0.979
F -1.465 3.671 2.754
C -3.139 2.017 3.132
Cl -4.584 1.406 2.188
H -0.015 2.143 1.557
H -2.786 1.127 3.635
C -0.975 -1.863 -1.504
S -2.125 -0.722 -2.263
O -3.463 -1.365 -2.232
C -1.512 -0.917 -3.945
H -1.231 -1.915 -0.448
H -1.068 -2.853 -1.955
H 0.040 -1.480 -1.615
H -1.625 -1.956 -4.258
H -0.465 -0.616 -3.984
H -2.107 -0.271 -4.586
C 2.523 -1.078 1.311
S 2.628 -0.001 -0.120
O 2.260 -0.820 -1.307
C 4.421 0.139 -0.135
H 1.473 -1.318 1.462
H 3.092 -1.989 1.125
H 2.905 -0.553 2.186
H 4.864 -0.853 -0.221
H 4.751 0.632 0.779
H 4.696 0.743 -0.997

Below is a 2-piece molecular cluster, C7H14ClNO overall, with properties calculated with ωB97M-V with the def2-TZVPD basis set.

For the orbital gap, the calculation gives 8.265 eV. The value obtained for the energy above the lowest of the compared OMol25 structures with the same formula, charge and spin is 48.5 kcal per mole. The charge is 0. The HOMO energy comes out at -0.282 Ha.

CARTESIAN COORDINATES (ANGSTROEM)
C 0.117 1.419 -2.707
C -0.060 1.633 -1.364
C 1.633 -0.256 0.431
C -0.063 0.863 2.014
C -0.725 0.528 -0.418
C 0.205 0.152 0.738
C -0.803 -1.907 1.190
N -1.607 -2.234 0.067
O -1.595 -1.593 2.315
Cl 0.508 -3.009 1.622
H 0.429 2.196 -3.355
H -0.085 0.422 -2.964
H -0.114 2.684 -0.995
H 1.954 -0.007 -0.575
H 2.261 0.298 1.025
H 1.847 -1.308 0.635
H -0.427 2.008 1.928
H 0.769 0.941 2.688
H -0.839 0.332 2.537
H -0.892 -0.307 -1.041
H -1.675 1.048 -0.005
H -2.262 -2.993 0.365
H -1.035 -2.507 -0.683
H -1.096 -1.504 3.223

Which value of charge does entry 8 give?
0